1.
Computed, not measured: a gas-phase ion, C5H12NO (charge +1) at a distorted geometry, with ωB97M-V/def2-TZVPD.

Summary:
Highest occupied orbital energy (alpha / beta) ... -0.424 / -0.466 hartree
Total charge ... +1
E ... -8905.8296 eV
LUMO energy (alpha / beta) ... -4.78 / -3.59 eV
Energy above the lowest of the compared OMol25 structures with the same formula, charge and spin ... 463.09 kJ/mol
Gap between HOMO and LUMO (alpha / beta) ... 6.770 / 9.085 eV
Spin multiplicity ... 1

Atoms and positions in Å:
C: -0.211 1.078 0.514
C: -0.126 0.133 -0.618
C: 0.851 0.732 1.622
C: 0.142 2.439 -0.024
C: -0.654 -2.249 -1.329
N: -0.469 -1.233 -0.262
O: 0.668 -0.276 2.402
H: -1.170 0.983 1.046
H: 0.678 0.370 -1.378
H: 1.817 1.026 1.403
H: 1.204 2.567 -0.164
H: -0.063 3.275 0.599
H: -0.552 2.512 -0.807
H: -1.384 -1.813 -2.095
H: 0.137 -2.373 -2.027
H: -0.830 -3.241 -0.808
H: 0.193 -1.791 0.495
H: -1.426 -1.033 0.246
H: 1.346 -0.796 2.883

The net atomic charges from Löwdin, expressed in e, are:
1. C -0.403
2. C -0.066
3. C -0.056
4. C -0.060
5. C -0.034
6. N -0.085
7. O 0.083
8. H 0.150
9. H 0.150
10. H 0.107
11. H 0.095
12. H 0.086
13. H 0.079
14. H 0.133
15. H 0.080
16. H 0.128
17. H 0.226
18. H 0.221
19. H 0.166

***

2.
Computed, not measured: 2 unconnected molecules or ions with the total composition C3H10PS at a distorted geometry, with ωB97M-V/def2-TZVPD.

Summary:
Highest occupied orbital energy (alpha / beta) ... -0.452 / -0.525 hartree
Total charge ... +1
E ... -23387.3864 eV
LUMO energy (alpha / beta) ... -7.78 / -3.99 eV
Energy above the lowest of the compared OMol25 structures with the same formula, charge and spin ... 308.99 kJ/mol
Gap between HOMO and LUMO (alpha / beta) ... 4.522 / 10.291 eV
Spin multiplicity ... 1

Atoms and positions in Å:
C: -1.408 -1.328 1.111
C: 3.034 1.651 0.312
C: -0.227 -0.718 -1.483
P: -0.590 0.023 0.162
S: -2.160 1.316 -0.371
H: -2.276 -1.701 0.570
H: -1.711 -0.969 2.093
H: -0.690 -2.132 1.245
H: 3.889 1.022 0.149
H: 2.757 1.924 1.311
H: 2.496 2.051 -0.526
H: -0.102 0.073 -2.220
H: -1.048 -1.368 -1.786
H: 0.689 -1.300 -1.429
H: -2.653 1.456 0.862

The net atomic charges from Löwdin, expressed in e, are:
1. C -0.281
2. C 0.155
3. C -0.296
4. P 0.689
5. S 0.572
6. H 0.062
7. H 0.050
8. H 0.055
9. H 0.000
10. H -0.008
11. H -0.015
12. H 0.047
13. H 0.061
14. H 0.054
15. H -0.147

***

3.
Computed, not measured: a single C5H7OP molecule at a distorted geometry, with ωB97M-V/def2-TZVPD.

Summary:
Highest occupied orbital energy ... -0.323 hartree
Total charge ... 0
E ... -16631.5209 eV
LUMO energy ... -0.81 eV
Energy above the lowest of the compared OMol25 structures with the same formula, charge and spin ... 234.61 kJ/mol
Gap between HOMO and LUMO ... 7.970 eV
Spin multiplicity ... 1

Atoms and positions in Å:
C: 1.921 -1.552 0.069
C: 1.171 -0.622 -0.053
C: -0.379 0.426 1.568
C: -0.876 0.872 -1.029
C: 0.291 0.511 0.193
O: 0.775 3.133 0.908
P: 1.445 2.200 0.017
H: 2.361 -2.475 -0.050
H: -1.257 0.981 1.468
H: 0.146 1.133 2.313
H: -0.495 -0.522 1.968
H: -1.279 1.853 -0.721
H: -0.230 0.974 -1.957
H: -1.621 0.045 -1.215

The net atomic charges from Löwdin, expressed in e, are:
1. C 0.116
2. C -0.207
3. C -0.096
4. C -0.070
5. C -0.615
6. O -0.483
7. P 0.960
8. H 0.003
9. H 0.043
10. H 0.096
11. H 0.054
12. H 0.053
13. H 0.062
14. H 0.082